<P>
DFT (the ωB97M-V functional and the def2-TZVPD basis) results for an isolated ion of composition C5H14N and charge +1.

CARTESIAN COORDINATES (ANGSTROEM)
C (1.628, 0.242, 0.337)
C (0.455, 0.434, -0.592)
C (-0.797, -0.325, -0.133)
C (-0.661, -1.825, -0.410)
C (-2.032, 0.236, -0.815)
N (1.551, 1.235, 1.483)
H (1.602, -0.742, 0.798)
H (2.586, 0.400, -0.151)
H (0.270, 1.497, -0.785)
H (0.737, 0.069, -1.589)
H (-0.935, -0.183, 0.946)
H (0.083, -2.314, 0.223)
H (-1.610, -2.321, -0.177)
H (-0.485, -2.004, -1.470)
H (-2.098, 1.324, -0.687)
H (-2.951, -0.188, -0.405)
H (-1.971, 0.055, -1.885)
H (1.886, 2.163, 1.221)
H (2.147, 0.922, 2.260)
H (0.594, 1.325, 1.831)

## Properties
Total charge   +1
LUMO energy   -3.753 eV
Gap between HOMO and LUMO   0.4247 hartree
SMILES   CC(C)CC[NH3+]

***

<Q>
DFT (the ωB97M-V functional and the def2-TZVPD basis) results for an isolated ion of composition C5H14N and charge +1.

CARTESIAN COORDINATES (ANGSTROEM)
C (0.135, 1.413, -0.725)
C (-0.829, 0.255, -0.659)
C (-0.656, -0.876, 0.367)
C (-1.403, -0.553, 1.656)
C (0.798, -1.259, 0.727)
N (1.410, 1.027, -1.498)
H (-0.301, 2.251, -1.271)
H (0.522, 1.768, 0.238)
H (-1.821, 0.699, -0.514)
H (-0.963, -0.204, -1.663)
H (-1.123, -1.753, -0.082)
H (-1.004, -1.336, 2.338)
H (-1.062, 0.354, 2.173)
H (-2.487, -0.532, 1.488)
H (0.922, -1.614, 1.764)
H (1.457, -0.384, 0.661)
H (1.296, -1.933, 0.029)
H (2.234, 1.616, -1.379)
H (1.240, 0.968, -2.505)
H (1.635, 0.093, -1.146)

## Properties
Total charge   +1
LUMO energy   -3.595 eV
Gap between HOMO and LUMO   0.4239 hartree
SMILES   CC(C)CC[NH3+]

***

Bottom line: <P>, by a margin of 45.2 kJ/mol.